Entry 1:
This record from OMol25 describes C5H6O as an isolated structure. The level of theory is ωB97M-V/def2-TZVPD.

```
12
Properties=species:S:1:pos:R:3:forces:R:3
O -2.52603 -0.06121 -0.68916 0.191 -0.063 0.468
C -2.10844 -0.24156 0.42867 -0.037 -0.008 -0.369
C -0.66563 -0.05011 0.84545 0.201 -0.338 -0.361
C 0.26071 0.31587 -0.32524 0.229 -0.486 -0.732
C 1.65401 0.21858 -0.23724 0.838 0.530 0.768
C 2.82068 -0.23454 -0.14228 -0.204 0.846 -0.155
H -2.79507 -0.56970 1.24045 0.128 0.093 -0.103
H -0.33893 -0.96212 1.35347 0.005 -0.018 -0.033
H -0.68083 0.72119 1.64882 0.264 -0.171 -0.549
H 1.02017 -0.35587 -1.22426 -2.155 -0.724 0.753
H -0.24663 0.83281 -1.12850 0.282 0.618 0.083
H 3.70147 0.28900 0.18107 0.258 -0.278 0.230
```
Forces are in eV/Å.

Results
Energy relative to the best compared isomer or geometry (same formula, charge and spin) (kJ/mol): 486.3
LUMO level (eV): 0.742
E_tot (a.u.): -269.1610

Here are the natural (NBO) charges for atoms 1 to 4, given in e:
1 O -0.517
2 C 0.447
3 C -0.525
4 C -0.405

***

Entry 2:
This record from OMol25 describes one molecule with the formula C5H6O. The level of theory is ωB97M-V/def2-TZVPD.

```
12
Properties=species:S:1:pos:R:3:forces:R:3
C 1.40224 0.40849 -2.04666 -2.093 -0.939 1.828
C 0.59338 0.15664 -1.18107 1.842 1.749 -1.226
C 0.71798 -0.04831 1.28319 1.964 -0.745 -1.161
C -0.09939 0.22441 0.05192 -2.060 -3.320 0.692
C -1.53508 -0.37603 0.06290 -0.374 5.579 1.355
O 0.16974 1.15073 1.01305 -0.929 4.419 0.137
H 2.12104 0.36206 -2.76588 1.398 0.180 -1.611
H 0.40244 -0.54328 2.14460 -0.963 -1.009 1.137
H 1.79501 0.00176 1.16518 0.181 -0.530 -0.077
H -1.94054 -0.02566 1.08354 0.313 -1.171 -1.510
H -1.41078 -1.35512 -0.08629 -0.092 -3.978 -0.179
H -2.21605 0.04431 -0.72447 0.811 -0.235 0.615
```
Forces are in eV/Å.

Results
Energy relative to the best compared isomer or geometry (same formula, charge and spin) (kJ/mol): 356.5
LUMO level (eV): 1.015
E_tot (a.u.): -269.2105

Here are the natural (NBO) charges for atoms 1 to 4, given in e:
1 C -0.184
2 C -0.042
3 C -0.071
4 C 0.137

***

Entry 3:
This record from OMol25 describes one molecule with the formula C5H6O. The level of theory is ωB97M-V/def2-TZVPD.

```
12
Properties=species:S:1:pos:R:3:forces:R:3
C -1.24014 0.75306 -0.08546 0.113 -0.078 0.023
C -0.74469 -0.56344 0.48912 0.056 0.257 0.182
O -0.78139 -1.56766 -0.54218 0.054 -0.173 0.183
C 0.71935 -0.79480 0.75482 0.126 0.429 -0.096
C 1.65017 0.02659 0.15918 0.452 0.308 0.035
C 2.60294 0.72831 -0.16560 -0.564 -0.334 0.219
H -0.68935 0.99867 -1.00112 -0.113 -0.031 0.199
H -1.09230 1.55765 0.64782 -0.033 -0.195 -0.183
H -2.31111 0.68478 -0.31433 0.239 0.010 0.034
H -1.35367 -0.84960 1.36294 0.153 -0.011 -0.308
H -0.29042 -2.32149 -0.16322 -0.282 -0.039 -0.253
H 3.45710 1.32714 -0.40196 -0.201 -0.144 -0.036
```
Forces are in eV/Å.

Results
Energy relative to the best compared isomer or geometry (same formula, charge and spin) (kJ/mol): 490.4
LUMO level (eV): -1.074
E_tot (a.u.): -269.1594

Here are the natural (NBO) charges for atoms 1 to 4, given in e:
1 C -0.639
2 C -0.005
3 O -0.663
4 C 0.043

***

Entry 4:
This record from OMol25 describes one molecule with the formula C5H6O. The level of theory is ωB97M-V/def2-TZVPD.

```
12
Properties=species:S:1:pos:R:3:forces:R:3
C -2.69116 -0.09582 0.38062 0.096 -0.029 -0.016
C -1.23062 -0.13657 0.30364 0.696 0.027 -0.317
C -0.03672 -0.11036 0.11622 -0.593 0.194 0.087
C 1.31917 0.37598 -0.08440 -0.292 0.102 0.130
C 2.51485 -0.21028 0.53017 0.004 0.113 0.287
O 2.27652 -0.34137 -0.85739 -0.263 -0.136 -0.224
H -3.09738 -0.15258 -0.63621 -0.039 -0.077 0.250
H -3.07590 -0.92600 0.98064 -0.058 0.183 -0.117
H -3.01741 0.85783 0.81767 0.067 -0.303 -0.031
H 1.28748 1.44732 -0.27791 0.337 -0.085 0.001
H 2.40790 -1.12886 1.10975 0.081 0.240 -0.097
H 3.32609 0.46700 0.79415 -0.036 -0.230 0.048
```
Forces are in eV/Å.

Results
Energy relative to the best compared isomer or geometry (same formula, charge and spin) (kJ/mol): 266.2
LUMO level (eV): 0.973
E_tot (a.u.): -269.2448

Here are the natural (NBO) charges for atoms 1 to 4, given in e:
1 C -0.689
2 C 0.048
3 C -0.080
4 C -0.008

***

Entry 5:
This record from OMol25 describes one molecule with the formula C5H6O. The level of theory is ωB97M-V/def2-TZVPD.

```
12
Properties=species:S:1:pos:R:3:forces:R:3
C 0.74754 -1.18382 -1.26495 0.177 0.081 0.156
C 1.20475 -0.78620 -0.07970 -0.130 -0.319 -0.333
O 1.16861 0.53855 0.30456 0.063 -0.007 -0.106
C -0.08596 0.68820 0.98592 -0.276 -0.145 0.303
C -1.28694 0.46353 0.16641 -0.090 0.094 -0.031
C -1.10496 1.68290 0.56925 -0.081 -0.084 -0.109
H -1.74673 -0.26691 -0.48382 -0.216 0.168 0.383
H 0.62599 -2.23591 -1.51205 0.345 0.197 0.050
H 0.43381 -0.44412 -1.99833 0.030 -0.142 0.129
H 1.52047 -1.48885 0.70086 -0.049 0.185 -0.230
H 0.01256 0.33947 2.01682 -0.132 0.056 -0.132
H -1.48914 2.69316 0.59503 0.360 -0.085 -0.079
```
Forces are in eV/Å.

Results
Energy relative to the best compared isomer or geometry (same formula, charge and spin) (kJ/mol): 349.4
LUMO level (eV): 1.217
E_tot (a.u.): -269.2132

Here are the natural (NBO) charges for atoms 1 to 4, given in e:
1 C -0.479
2 C 0.139
3 O -0.547
4 C 0.026

***

Entry 6:
This record from OMol25 describes one molecule with the formula C5H6O. The level of theory is ωB97M-V/def2-TZVPD.

```
12
Properties=species:S:1:pos:R:3:forces:R:3
C -2.83557 0.89964 0.17039 -1.022 -0.777 0.006
C -1.72134 0.39574 0.13720 -1.471 1.379 0.080
C 1.02922 0.45745 -0.17726 -3.232 -0.683 -1.374
C 2.36631 -0.03570 -0.02746 1.811 -2.249 0.829
C -0.55477 -0.26384 0.28545 3.606 0.307 -0.834
O -0.56591 -1.59046 0.24895 0.826 -2.026 0.078
H -3.92962 0.99273 0.20095 1.282 0.441 -0.115
H 0.87612 1.42336 0.23913 0.082 0.895 0.204
H 0.88157 0.49050 -1.30173 -0.297 0.169 1.071
H 2.73930 -0.96591 -0.56708 -0.807 1.395 0.603
H 3.08540 0.29974 0.75626 -0.921 -0.022 -0.668
H -1.37072 -2.10323 0.03518 0.143 1.170 0.120
```
Forces are in eV/Å.

Results
Energy relative to the best compared isomer or geometry (same formula, charge and spin) (kJ/mol): 593.2
LUMO level (spin up / spin down) (eV): 0.219 / -0.156
E_tot (a.u.): -269.1203

Here are the natural (NBO) charges for atoms 1 to 4, given in e:
1 C -0.209
2 C -0.176
3 C -0.505
4 C -0.289

***

Entry 7:
This record from OMol25 describes one molecule with the formula C5H6O. The level of theory is ωB97M-V/def2-TZVPD.

```
12
Properties=species:S:1:pos:R:3:forces:R:3
C 1.05803 0.14796 -0.69165 0.061 0.156 0.278
C -0.48486 0.30949 -0.87327 -0.284 0.464 -0.373
O -0.57181 -1.15181 -0.85644 -0.245 0.044 0.420
C 0.44591 -1.00076 0.12978 -0.960 1.111 2.626
C -0.33959 -0.12737 1.32001 0.000 0.197 -0.957
C -0.97594 0.70290 0.51834 -0.133 0.403 -0.165
H 1.53948 -0.06667 -1.65683 -0.090 -0.449 0.503
H 1.61863 0.88291 -0.11778 -0.154 0.192 -0.156
H -0.94427 0.77143 -1.74379 0.116 -0.054 -0.078
H 0.68223 -1.74371 0.84988 1.539 -2.005 -1.105
H -0.40337 -0.20245 2.42378 0.323 -0.258 -0.982
H -1.67895 1.48480 0.73665 -0.172 0.198 -0.013
```
Forces are in eV/Å.

Results
Energy relative to the best compared isomer or geometry (same formula, charge and spin) (kJ/mol): 326.1
LUMO level (eV): 1.163
E_tot (a.u.): -269.2220

Here are the natural (NBO) charges for atoms 1 to 4, given in e:
1 C -0.399
2 C 0.036
3 O -0.499
4 C 0.033

***

Entry 8:
This record from OMol25 describes one molecule with the formula C5H6O. The level of theory is ωB97M-V/def2-TZVPD.

```
12
Properties=species:S:1:pos:R:3:forces:R:3
C -0.84172 2.24676 -0.76167 0.185 -0.263 0.342
C -0.34416 1.51734 0.05685 -0.209 0.320 -0.376
C 0.23399 0.50110 0.94141 0.029 -0.017 0.022
C -0.19373 -0.86430 0.43636 -0.180 0.129 -0.012
C 0.47251 -1.43960 -0.72558 -0.014 0.031 -0.299
O 0.72285 -1.93130 0.58826 0.118 -0.131 0.180
H -1.28215 2.88836 -1.49190 0.076 -0.049 0.155
H -0.08402 0.65327 1.97923 0.015 -0.009 -0.168
H 1.32893 0.55390 0.92620 -0.154 0.013 -0.040
H -1.23671 -1.12461 0.62314 0.164 0.023 -0.040
H 1.29655 -0.89128 -1.18381 -0.125 -0.094 0.098
H -0.07233 -2.10964 -1.38849 0.096 0.047 0.138
```
Forces are in eV/Å.

Results
Energy relative to the best compared isomer or geometry (same formula, charge and spin) (kJ/mol): 266.6
LUMO level (eV): 1.065
E_tot (a.u.): -269.2447

Here are the natural (NBO) charges for atoms 1 to 4, given in e:
1 C -0.257
2 C 0.010
3 C -0.511
4 C 0.071

***

Entry 9:
This record from OMol25 describes one molecule with the formula C5H6O. The level of theory is ωB97M-V/def2-TZVPD.

```
12
Properties=species:S:1:pos:R:3:forces:R:3
O -2.32698 -0.01867 0.26468 0.072 0.576 -0.131
C -1.19705 0.34843 0.04321 -0.293 -0.127 0.076
C -0.09152 0.49218 1.07739 -0.101 -0.066 0.084
C 0.83738 -0.55106 0.43050 0.165 -0.076 0.032
C 0.69333 -0.22746 -1.04752 -0.141 -0.038 -0.036
C -0.50079 0.32236 -1.28348 0.090 -0.164 -0.025
H -0.43318 0.25601 2.08608 0.021 -0.036 -0.158
H 0.37317 1.48632 1.04981 -0.154 -0.207 -0.034
H 1.85748 -0.60902 0.81128 -0.090 0.149 -0.066
H 0.32974 -1.51274 0.59934 0.489 -0.059 0.023
H 1.43083 -0.51043 -1.79354 -0.148 0.031 0.099
H -0.97240 0.52407 -2.23775 0.090 0.018 0.137
```
Forces are in eV/Å.

Results
Energy relative to the best compared isomer or geometry (same formula, charge and spin) (kJ/mol): 50.1
LUMO level (eV): 0.778
E_tot (a.u.): -269.3272

Here are the natural (NBO) charges for atoms 1 to 4, given in e:
1 O -0.531
2 C 0.555
3 C -0.490
4 C -0.440

***

Entry 10:
This record from OMol25 describes one molecule with the formula C5H6O. The level of theory is ωB97M-V/def2-TZVPD.

```
12
Properties=species:S:1:pos:R:3:forces:R:3
C 1.81683 0.33268 1.45501 1.694 0.581 -0.065
C 1.01082 0.52597 0.57950 -3.233 -0.528 -0.436
C -0.21605 1.19863 -1.40147 1.058 -0.877 1.702
C -0.23275 0.40103 -0.31453 3.985 0.644 0.439
C -1.10467 -0.77822 -0.03924 -1.490 -0.081 0.212
O -0.62693 -1.85061 0.75592 1.133 1.348 -0.073
H 2.79188 0.37167 1.94298 -0.975 -0.263 -0.061
H -0.76116 0.80324 -2.23005 -0.550 0.844 -0.741
H 0.57477 1.98522 -1.37190 -1.103 -0.639 -0.752
H -1.43771 -1.21029 -0.96632 -0.211 -0.020 -0.619
H -1.98519 -0.34150 0.44739 -0.178 -0.180 0.053
H 0.17016 -1.43784 1.14271 -0.133 -0.829 0.342
```
Forces are in eV/Å.

Results
Energy relative to the best compared isomer or geometry (same formula, charge and spin) (kJ/mol): 306.6
LUMO level (eV): 0.786
E_tot (a.u.): -269.2295

Here are the natural (NBO) charges for atoms 1 to 4, given in e:
1 C -0.250
2 C -0.049
3 C -0.370
4 C -0.069